[1]
Density functional theory data (the ωB97M-V functional and the def2-TZVPD basis) for an isolated molecule of C5H4BrNO3 in a non-equilibrium geometry.

Each line ends with the Mulliken charge.
Positions of all 14 atoms, in Å:
C  0.13  1.28  0.36  -0.52
C  0.67  0.35  -0.58  -0.14
C  -0.80  0.64  1.04  -0.51
C  0.06  -0.81  -0.26  0.10
C  0.20  -2.16  -0.86  -0.42
N  0.23  -2.23  -2.32  0.94
O  -0.37  -3.19  -2.81  -0.55
O  0.80  -1.36  -2.94  -0.51
O  -0.89  -0.66  0.63  -0.34
Br  1.92  -3.21  -0.31  -0.12
H  0.40  2.25  0.46  0.52
H  1.38  0.59  -1.27  0.60
H  -1.47  1.01  1.72  0.52
H  -0.75  -2.65  -0.50  0.42

* HOMO-LUMO gap: 8.443 eV
* molar mass: 205.995 g mol⁻¹
* structure (SMILES): O=[N+]([O-])[C@@H](Br)c1ccco1
* electronic energy: -3047.26977 a.u.
* ΔE to the lowest compared entry with this formula, charge and spin: 0.0559 eV

[2]
Density functional theory data (the ωB97M-V functional and the def2-TZVPD basis) for an isolated molecule of C6H10.

Each line ends with the Mulliken charge.
Positions of all 16 atoms, in Å:
C  -0.28  1.99  0.96  -1.36
C  -0.32  0.95  -0.15  0.41
C  -1.01  1.36  -1.18  -0.31
C  0.38  -0.38  0.03  0.61
C  1.02  -0.86  -1.28  -1.53
C  -0.57  -1.43  0.60  -1.27
H  0.76  2.30  1.12  0.31
H  -0.87  2.88  0.73  0.41
H  -0.66  1.56  1.90  0.30
H  1.19  -0.21  0.76  0.30
H  0.25  -1.04  -2.04  0.35
H  1.56  -1.80  -1.12  0.40
H  1.72  -0.12  -1.67  0.36
H  -1.36  -1.67  -0.13  0.33
H  -0.03  -2.36  0.83  0.36
H  -1.06  -1.08  1.52  0.33

* HOMO-LUMO gap: 9.680 eV
* molar mass: 82.146 g mol⁻¹
* electronic energy: -234.48084 a.u.
* ΔE to the lowest compared entry with this formula, charge and spin: 3.3109 eV

[3]
Density functional theory data (the ωB97M-V functional and the def2-TZVPD basis) for a cluster of 4 separate species, C3H13NO3 in total in a non-equilibrium geometry.

Each line ends with the Mulliken charge.
Positions of all 20 atoms, in Å:
C  2.23  0.55  -0.64  -1.14
C  1.43  -0.26  0.39  0.55
C  2.09  -1.19  1.13  -0.82
N  -0.04  -0.45  0.20  -0.63
H  2.71  1.46  -0.24  0.25
H  2.97  -0.07  -1.09  0.33
H  1.52  0.93  -1.35  0.36
H  1.80  -1.32  2.23  0.22
H  3.01  -1.78  0.84  0.24
H  -0.29  0.43  -0.22  0.26
H  -0.44  -0.62  1.14  0.32
H  -3.28  -1.19  -1.24  0.36
H  -4.58  -0.42  -1.47  0.31
O  -3.72  -0.49  -1.83  -0.66
H  -1.31  -2.76  -1.51  0.33
H  -0.98  -1.54  -0.54  0.48
O  -1.58  -2.38  -0.65  -0.75
H  -0.41  3.24  0.99  0.32
H  -0.97  3.90  2.22  0.33
O  -0.17  3.96  1.64  -0.64

* HOMO-LUMO gap: 8.747 eV
* molar mass: 111.141 g mol⁻¹
* structure (SMILES): C=C(C)N.O.O.O
* electronic energy: -402.48433 a.u.
* ΔE to the lowest compared entry with this formula, charge and spin: 2.6152 eV

[4]
Density functional theory data (the ωB97M-V functional and the def2-TZVPD basis) for a cluster of 11 separate species, C25H74NO21 in total in a non-equilibrium geometry.

Each line ends with the Mulliken charge.
Positions of all 121 atoms, in Å:
C  -0.76  -0.98  -0.72  -3.38
N  -0.65  -0.80  0.75  0.62
C  -1.94  -0.11  1.21  -0.86
C  -0.53  -2.11  1.44  -1.81
C  0.59  -0.01  1.11  -0.91
C  0.62  1.42  0.62  -0.33
O  1.87  2.04  0.86  -0.56
H  -1.56  -1.44  -1.16  1.10
H  0.08  -1.38  -0.88  2.05
H  -0.62  -0.09  -1.29  0.13
H  -1.89  0.15  2.21  0.62
H  -2.78  -0.85  1.20  0.10
H  -2.16  0.83  0.59  0.14
H  -1.40  -2.69  1.48  -0.21
H  -0.42  -2.10  2.41  1.42
H  0.31  -2.71  1.08  0.39
H  1.40  -0.70  0.55  0.43
H  0.76  -0.03  2.08  0.83
H  -0.07  2.10  0.64  0.77
H  0.48  1.42  -0.57  -0.25
H  2.54  1.50  0.56  0.22
C  1.48  5.45  2.55  0.03
C  0.97  5.67  1.07  -0.12
O  1.80  5.27  0.17  -0.54
O  0.44  5.98  3.40  -0.49
H  2.55  5.57  2.91  0.37
H  1.52  4.29  2.54  -0.11
H  0.74  6.73  0.98  0.43
H  -0.16  5.29  0.81  -0.06
H  1.82  4.30  0.03  0.24
H  0.79  5.78  4.25  0.29
C  4.00  3.92  -3.36  -0.02
C  2.44  3.83  -3.38  -0.48
O  2.01  2.54  -2.84  -0.50
O  4.54  5.17  -3.96  -0.49
H  4.39  2.92  -3.74  0.06
H  4.29  3.82  -2.32  0.10
H  2.17  3.88  -4.52  0.34
H  1.65  4.55  -2.93  0.31
H  1.10  2.37  -3.05  -0.03
H  3.76  5.48  -4.28  0.36
C  2.34  -3.13  -3.11  -0.46
C  1.20  -2.24  -3.63  -0.28
O  1.63  -0.93  -3.74  -0.34
O  1.93  -4.52  -3.16  -0.60
H  2.56  -2.93  -2.10  0.07
H  3.35  -2.85  -3.67  0.37
H  0.30  -2.41  -2.98  0.04
H  0.75  -2.59  -4.49  0.67
H  2.39  -0.83  -4.38  0.25
H  1.83  -4.53  -4.10  0.33
C  1.08  -5.65  2.00  -1.04
C  1.23  -5.74  0.38  -0.48
O  1.37  -4.63  -0.26  -0.23
O  1.11  -6.98  2.52  -0.60
H  0.34  -5.04  2.32  0.36
H  1.81  -5.16  2.38  0.68
H  0.58  -6.53  -0.08  0.44
H  2.19  -6.13  0.13  0.46
H  1.48  -4.63  -1.13  0.16
H  2.11  -7.31  2.41  0.36
C  -4.19  -4.04  1.08  -0.17
C  -3.39  -4.90  0.09  -0.17
O  -2.56  -4.02  -0.50  -0.32
O  -5.17  -4.84  1.70  -0.52
H  -4.56  -3.26  0.44  0.10
H  -3.55  -3.50  1.70  0.18
H  -3.97  -5.59  -0.66  0.30
H  -2.55  -5.56  0.52  0.17
H  -2.03  -4.48  -1.07  0.20
H  -5.77  -5.03  1.12  0.31
C  5.36  -0.27  -1.03  -0.40
C  4.89  0.96  -1.78  -0.43
O  3.53  1.24  -1.27  -0.20
O  6.77  -0.42  -1.40  -0.52
H  4.72  -1.06  -1.17  0.27
H  5.36  -0.04  0.05  0.24
H  4.83  0.64  -2.80  0.25
H  5.55  1.96  -1.59  0.32
H  2.78  1.58  -1.91  0.35
H  7.10  0.37  -1.36  0.27
C  -3.38  3.53  2.71  -0.17
C  -2.42  4.52  1.96  1.05
O  -3.23  5.23  1.01  -0.59
O  -2.77  3.05  3.86  -0.49
H  -3.62  2.83  2.11  -0.27
H  -4.46  3.67  3.04  0.45
H  -1.63  4.11  1.40  -0.95
H  -2.15  5.56  2.56  0.33
H  -3.69  6.09  1.47  0.37
H  -3.37  2.75  4.42  0.27
C  1.72  -2.51  6.65  -0.50
C  0.47  -2.58  5.70  -0.30
O  1.00  -3.36  4.65  -0.41
O  1.36  -2.24  7.97  -0.54
H  2.46  -1.80  6.30  0.32
H  2.18  -3.49  6.61  0.31
H  0.36  -1.48  5.24  0.05
H  -0.41  -2.93  6.20  0.45
H  0.31  -4.04  4.72  0.30
H  1.18  -3.12  8.35  0.32
C  -4.77  1.61  -1.13  -0.48
C  -4.38  0.06  -1.35  0.06
O  -4.87  -0.63  -0.18  -0.49
O  -4.28  2.48  -2.06  -0.45
H  -4.69  1.83  0.01  0.07
H  -5.83  1.82  -1.08  0.52
H  -3.27  0.13  -1.43  -0.42
H  -4.73  -0.16  -2.33  0.57
H  -5.85  -0.97  -0.32  0.33
H  -4.74  3.36  -1.94  0.32
C  -1.22  2.24  -3.69  -0.92
C  -1.13  0.83  -4.17  0.10
O  -2.12  0.57  -5.26  -0.62
O  -0.56  2.56  -2.54  -0.05
H  -2.28  2.54  -3.53  0.42
H  -1.00  2.90  -4.46  0.50
H  -1.49  0.14  -3.33  -0.28
H  -0.20  0.71  -4.49  0.59
H  -2.24  -0.43  -5.32  0.35
H  -1.19  3.35  -2.24  0.26

* HOMO-LUMO gap: 9.383 eV
* net charge: +1
* molar mass: 724.853 g mol⁻¹
* electronic energy: -2630.69921 a.u.
* ΔE to the lowest compared entry with this formula, charge and spin: 3.1868 eV

[5]
Density functional theory data (the ωB97M-V functional and the def2-TZVPD basis) for the ion C3H8N5 with charge +1 in a non-equilibrium geometry.

Each line ends with the Mulliken charge.
Positions of all 16 atoms, in Å:
C  0.53  -1.62  0.58  0.01
C  -0.90  0.39  0.43  0.48
C  -0.66  -1.05  -0.25  -0.63
N  1.63  -0.64  0.94  -0.75
N  0.10  1.10  0.81  -0.83
N  -2.16  0.70  0.61  -0.40
N  1.88  0.80  -0.82  -0.47
N  1.40  0.66  0.48  0.90
H  0.53  -2.66  0.93  0.39
H  -0.28  -0.96  -1.26  0.35
H  -1.44  -1.87  -0.24  0.35
H  -2.80  -0.03  0.95  0.30
H  -2.35  1.52  1.19  0.30
H  1.81  1.80  -1.04  0.30
H  2.81  0.31  -0.87  0.32
H  1.89  1.17  1.27  0.38

* HOMO-LUMO gap: 9.769 eV
* net charge: +1
* molar mass: 114.132 g mol⁻¹
* structure (SMILES): NC1=N[N@H+](N)N=CC1
* electronic energy: -392.47689 a.u.
* ΔE to the lowest compared entry with this formula, charge and spin: 4.6405 eV

[6]
Density functional theory data (the ωB97M-V functional and the def2-TZVPD basis) for a structure of composition C2H2Cl2FNS in a non-equilibrium geometry.

Each line ends with the Mulliken charge.
Positions of all 9 atoms, in Å:
C  -0.33  -0.43  0.27  0.04
C  -0.17  0.95  0.41  0.56
H  0.91  -0.30  -1.32  0.27
H  0.56  -1.98  -0.76  0.30
N  0.16  -0.89  -0.98  -0.54
F  -1.06  1.37  1.46  -0.23
S  -0.96  -1.64  1.23  -0.23
Cl  -0.57  1.79  -0.98  -0.09
Cl  1.46  1.14  0.68  -0.08

* HOMO-LUMO gap: 8.453 eV
* molar mass: 162.016 g mol⁻¹
* electronic energy: -1550.53544 a.u.
* ΔE to the lowest compared entry with this formula, charge and spin: 1.5476 eV